i.
DFT (ωB97M-V with the def2-TZVPD basis set) results for a cluster of 2 separate species, C2H5O3 in total.

The charge is 0. As for the multiplicity: 2. As for the HOMO energy (spin up / spin down): -10.217 / -10.214 eV.

Positions of all 10 atoms, in Å:
C (1.94, -0.47, 0.22)
O (0.79, -1.04, 0.83)
H (2.82, -1.07, 0.47)
H (1.87, -0.46, -0.88)
H (2.08, 0.55, 0.58)
O (-2.77, 1.32, -1.54)
C (-2.45, 0.74, -0.54)
O (-1.24, 0.47, -0.10)
H (-3.14, 0.31, 0.22)
H (0.12, -0.35, 0.74)

---

ii.
DFT (ωB97M-V with the def2-TZVPD basis set) results for a cluster of 2 separate species, C2H5O3 in total.

The charge is 0. As for the multiplicity: 2. As for the HOMO energy (spin up / spin down): -8.302 / -9.709 eV.

Positions of all 10 atoms, in Å:
O (1.24, 0.41, 3.60)
H (1.38, -0.44, 4.06)
H (2.10, 0.81, 3.60)
C (-2.45, -1.26, 3.73)
C (-3.32, -0.14, 3.78)
O (-4.49, -0.20, 4.19)
O (-1.13, -1.17, 3.58)
H (-2.81, -2.26, 3.93)
H (-2.89, 0.83, 3.43)
H (-0.82, -0.26, 3.42)

---

Relative to the most stable structure, the computed energies are i 123.2; ii 0.0, all in kJ/mol.

---

i.
DFT (ωB97M-V with the def2-TZVPD basis set) results for a cluster of 13 separate species, C26H78O13S13 in total.

The charge is 0. As for the multiplicity: 1. As for the HOMO energy: -8.374 eV.

Positions of all 130 atoms, in Å:
C (0.49, 2.77, 2.75)
S (1.70, 1.37, 2.84)
O (1.56, 0.70, 1.48)
C (3.09, 2.47, 2.64)
H (0.57, 3.32, 3.68)
H (-0.55, 2.39, 2.57)
H (0.68, 3.34, 1.83)
H (4.08, 1.91, 2.61)
H (2.90, 3.19, 3.41)
H (2.92, 3.02, 1.69)
C (1.99, -2.61, -2.16)
S (1.49, -3.95, -3.33)
O (0.14, -3.46, -3.73)
C (2.64, -3.64, -4.66)
H (2.86, -1.98, -2.53)
H (2.26, -3.10, -1.24)
H (1.13, -2.04, -2.04)
H (2.30, -4.09, -5.60)
H (3.65, -3.97, -4.41)
H (2.78, -2.58, -4.71)
C (-0.60, 2.11, -5.45)
S (0.96, 1.37, -5.92)
O (2.02, 1.98, -5.06)
C (0.60, -0.28, -5.21)
H (-0.55, 3.10, -5.86)
H (-0.50, 2.14, -4.35)
H (-1.42, 1.50, -5.79)
H (1.51, -0.80, -5.10)
H (-0.10, -0.80, -5.87)
H (0.18, -0.13, -4.21)
C (-2.42, 4.46, -1.84)
S (-2.12, 3.91, -0.13)
O (-2.16, 5.04, 0.82)
C (-3.67, 3.08, 0.08)
H (-1.74, 5.21, -2.21)
H (-3.44, 4.90, -1.89)
H (-2.32, 3.62, -2.53)
H (-3.67, 2.85, 1.12)
H (-3.79, 2.22, -0.56)
H (-4.44, 3.77, -0.17)
C (-3.39, -4.63, -2.73)
S (-4.02, -2.92, -3.39)
O (-5.40, -2.90, -2.77)
C (-2.99, -1.85, -2.35)
H (-3.42, -4.70, -1.66)
H (-2.48, -4.90, -3.20)
H (-4.35, -5.16, -2.96)
H (-3.07, -2.12, -1.31)
H (-3.27, -0.82, -2.62)
H (-1.98, -2.12, -2.68)
C (4.81, -4.99, 2.30)
S (3.78, -4.17, 1.01)
O (2.36, -4.33, 1.47)
C (4.14, -2.44, 1.38)
H (5.81, -4.62, 2.41)
H (4.80, -6.05, 2.05)
H (4.25, -4.88, 3.22)
H (3.92, -2.37, 2.47)
H (3.33, -1.82, 0.95)
H (5.13, -2.20, 0.98)
C (1.14, -1.61, 5.01)
S (2.45, -2.79, 5.56)
O (3.73, -2.42, 4.79)
C (2.65, -1.93, 7.18)
H (0.18, -1.84, 5.50)
H (1.01, -1.86, 3.97)
H (1.32, -0.53, 5.18)
H (3.39, -2.46, 7.85)
H (1.64, -1.85, 7.71)
H (3.04, -0.95, 6.89)
C (-3.10, -0.64, 3.53)
S (-2.65, -0.01, 5.17)
O (-1.20, 0.33, 5.21)
C (-3.48, 1.62, 5.07)
H (-3.00, 0.04, 2.72)
H (-4.17, -0.95, 3.60)
H (-2.52, -1.61, 3.28)
H (-4.01, 1.75, 4.12)
H (-2.65, 2.36, 5.09)
H (-4.14, 1.85, 5.92)
C (-6.90, 0.61, -0.65)
S (-5.31, 0.01, -0.12)
O (-4.93, 0.63, 1.19)
C (-5.90, -1.69, 0.23)
H (-6.87, 1.70, -0.86)
H (-7.59, 0.50, 0.15)
H (-7.18, 0.07, -1.61)
H (-6.74, -1.56, 0.93)
H (-5.06, -2.09, 0.81)
H (-6.18, -2.24, -0.70)
C (4.35, 1.78, -1.90)
S (5.53, 0.69, -2.77)
O (4.96, -0.67, -2.74)
C (5.07, 1.41, -4.37)
H (4.06, 1.47, -0.90)
H (3.43, 1.98, -2.47)
H (4.79, 2.78, -1.82)
H (5.29, 2.46, -4.39)
H (4.01, 1.20, -4.52)
H (5.49, 0.85, -5.25)
C (2.27, 6.88, -1.02)
S (1.18, 5.57, -0.41)
O (2.05, 4.39, -0.09)
C (0.83, 6.58, 1.14)
H (2.85, 6.68, -1.93)
H (3.02, 7.13, -0.22)
H (1.58, 7.68, -1.34)
H (0.01, 6.10, 1.66)
H (0.62, 7.60, 0.86)
H (1.75, 6.54, 1.76)
C (-0.73, -3.67, 2.59)
S (-1.74, -4.26, 1.17)
O (-2.68, -3.15, 0.83)
C (-0.31, -4.08, -0.05)
H (0.03, -4.28, 3.08)
H (-1.54, -3.53, 3.34)
H (-0.27, -2.70, 2.42)
H (0.44, -4.86, 0.10)
H (0.09, -3.14, 0.23)
H (-0.66, -4.07, -1.09)
C (1.04, 0.85, -1.38)
S (-0.58, 0.07, -1.62)
O (-1.48, 1.12, -2.23)
C (-1.09, -0.19, 0.04)
H (1.34, 1.20, -2.35)
H (1.82, 0.15, -1.08)
H (0.87, 1.62, -0.66)
H (-0.95, 0.67, 0.69)
H (-0.53, -1.06, 0.41)
H (-2.15, -0.51, 0.03)

---

ii.
DFT (ωB97M-V with the def2-TZVPD basis set) results for a cluster of 13 separate species, C26H78O13S13 in total.

The charge is 0. As for the multiplicity: 1. As for the HOMO energy: -8.159 eV.

Positions of all 130 atoms, in Å:
C (4.87, 1.94, 0.15)
S (4.49, 3.57, -0.55)
O (5.76, 4.35, -0.29)
C (4.41, 2.96, -2.28)
H (5.54, 1.35, -0.48)
H (3.88, 1.48, 0.25)
H (5.33, 2.05, 1.12)
H (4.44, 3.83, -2.94)
H (3.45, 2.48, -2.44)
H (5.22, 2.28, -2.51)
C (0.05, -4.61, -2.56)
S (1.10, -5.94, -1.81)
O (0.28, -6.44, -0.65)
C (0.84, -7.14, -3.15)
H (0.13, -3.71, -1.95)
H (-0.93, -5.08, -2.63)
H (0.41, -4.38, -3.56)
H (1.13, -6.57, -4.04)
H (-0.16, -7.54, -3.26)
H (1.52, -7.98, -3.04)
C (-0.27, -4.28, 1.89)
S (0.23, -5.46, 3.17)
O (-0.40, -4.94, 4.43)
C (-0.83, -6.79, 2.56)
H (0.08, -4.51, 0.88)
H (0.11, -3.28, 2.12)
H (-1.35, -4.29, 1.96)
H (-0.72, -6.95, 1.49)
H (-1.87, -6.56, 2.82)
H (-0.64, -7.69, 3.14)
C (-2.58, -0.02, -3.68)
S (-4.31, -0.09, -4.30)
O (-4.31, -1.03, -5.48)
C (-4.51, 1.56, -5.09)
H (-2.15, -1.02, -3.70)
H (-2.54, 0.37, -2.67)
H (-2.07, 0.63, -4.39)
H (-4.35, 2.44, -4.46)
H (-5.42, 1.64, -5.67)
H (-3.62, 1.61, -5.73)
C (1.92, -0.19, -3.32)
S (3.07, -1.12, -2.25)
O (4.41, -0.50, -2.49)
C (2.99, -2.59, -3.30)
H (0.89, -0.53, -3.24)
H (2.28, -0.35, -4.33)
H (1.96, 0.87, -3.09)
H (3.40, -2.66, -4.31)
H (1.98, -3.00, -3.39)
H (3.58, -3.34, -2.77)
C (-1.38, 0.50, 0.65)
S (0.00, -0.67, 0.84)
O (0.09, -1.50, -0.42)
C (1.30, 0.58, 0.58)
H (-1.47, 1.02, -0.31)
H (-1.27, 1.27, 1.41)
H (-2.35, 0.09, 0.93)
H (1.01, 1.59, 0.88)
H (1.50, 0.80, -0.48)
H (2.22, 0.24, 1.04)
C (-2.27, 3.55, 3.30)
S (-1.38, 5.16, 3.32)
O (-1.96, 5.98, 2.17)
C (-2.34, 5.80, 4.73)
H (-2.16, 2.95, 2.41)
H (-3.33, 3.78, 3.43)
H (-1.74, 3.02, 4.10)
H (-1.99, 6.76, 5.11)
H (-2.46, 5.09, 5.55)
H (-3.34, 6.03, 4.38)
C (-2.96, 4.95, -3.28)
S (-3.00, 3.41, -2.32)
O (-1.77, 2.61, -2.59)
C (-2.86, 4.30, -0.71)
H (-2.00, 5.45, -3.10)
H (-3.80, 5.58, -3.02)
H (-2.98, 4.58, -4.31)
H (-3.60, 5.10, -0.75)
H (-1.86, 4.71, -0.56)
H (-3.28, 3.76, 0.13)
C (-2.23, -2.21, 3.61)
S (-2.63, -0.57, 4.36)
O (-1.62, 0.49, 4.00)
C (-4.12, -0.15, 3.36)
H (-3.04, -2.87, 3.91)
H (-1.26, -2.55, 3.95)
H (-2.23, -1.96, 2.55)
H (-4.03, -0.48, 2.32)
H (-4.31, 0.92, 3.38)
H (-4.95, -0.74, 3.76)
C (0.62, 6.39, -0.11)
S (1.26, 4.71, -0.07)
O (0.31, 3.87, 0.74)
C (0.97, 4.20, -1.82)
H (1.37, 7.02, -0.58)
H (0.32, 6.79, 0.86)
H (-0.37, 6.41, -0.59)
H (1.23, 3.14, -1.79)
H (1.75, 4.66, -2.42)
H (-0.01, 4.39, -2.25)
C (1.80, 3.21, 3.39)
S (3.18, 2.37, 4.23)
O (3.55, 1.27, 3.26)
C (4.41, 3.67, 3.75)
H (1.99, 3.10, 2.32)
H (1.72, 4.29, 3.50)
H (0.85, 2.70, 3.51)
H (3.99, 4.62, 4.08)
H (4.60, 3.62, 2.68)
H (5.32, 3.50, 4.32)
C (-2.96, -3.31, -0.92)
S (-3.96, -4.35, 0.16)
O (-3.44, -4.17, 1.56)
C (-3.34, -5.97, -0.42)
H (-3.16, -2.25, -0.80)
H (-2.98, -3.58, -1.97)
H (-1.92, -3.46, -0.61)
H (-3.50, -6.13, -1.48)
H (-3.69, -6.80, 0.19)
H (-2.26, -5.89, -0.23)
C (4.68, -1.96, 0.87)
S (4.19, -3.51, 1.68)
O (3.51, -3.05, 2.93)
C (2.91, -3.95, 0.47)
H (5.33, -2.10, 0.01)
H (5.17, -1.29, 1.58)
H (3.78, -1.39, 0.61)
H (2.35, -4.71, 0.99)
H (3.24, -4.22, -0.53)
H (2.31, -3.03, 0.38)

---

Relative to the most stable structure, the computed energies are i 0.0; ii 72.6, all in kJ/mol.

---

i.
DFT (ωB97M-V with the def2-TZVPD basis set) results for a cluster of 2 separate species, C3H6FNO2S in total.

The charge is 0. As for the multiplicity: 1. As for the HOMO energy (spin up / spin down): -10.911 / -10.913 eV.

Positions of all 14 atoms, in Å:
C (-0.69, 0.97, -1.10)
C (-1.08, 0.42, 0.27)
C (0.24, 0.17, -0.32)
N (2.33, -1.29, 0.83)
O (2.51, -0.02, -1.40)
O (2.18, 1.35, 0.62)
F (-0.05, -2.19, -0.30)
S (1.97, 0.09, -0.06)
H (-1.18, 0.65, -2.00)
H (-0.33, 2.03, -1.13)
H (-1.37, 1.18, 1.13)
H (-1.77, -0.49, 0.22)
H (1.41, -1.58, 1.12)
H (2.90, -1.97, 0.21)

---

ii.
DFT (ωB97M-V with the def2-TZVPD basis set) results for a cluster of 2 separate species, C3H6FNO2S in total.

The charge is 0. As for the multiplicity: 1. As for the HOMO energy (spin up / spin down): -11.058 / -11.057 eV.

Positions of all 14 atoms, in Å:
C (-0.95, 0.72, -1.15)
C (-0.85, 0.82, 0.39)
C (0.15, 0.09, -0.36)
N (2.27, -1.27, 0.86)
O (2.62, 0.18, -1.35)
O (2.15, 1.20, 0.75)
F (0.01, -2.27, -0.45)
S (1.99, 0.07, -0.11)
H (-1.59, 0.04, -1.62)
H (-0.66, 1.46, -1.79)
H (-0.51, 1.67, 0.80)
H (-1.78, 0.36, 0.81)
H (2.06, -0.97, 1.82)
H (1.76, -2.05, 0.49)

---

Relative to the most stable structure, the computed energies are i 7.7; ii 0.0, all in kJ/mol.

---

i.
DFT (ωB97M-V with the def2-TZVPD basis set) results for the ion C3H9N4 with charge +1.

The charge is +1. As for the multiplicity: 3. As for the HOMO energy (spin up / spin down): -11.400 / -14.766 eV.

Positions of all 16 atoms, in Å:
C (0.81, -0.21, 0.08)
C (1.06, -1.69, -0.01)
C (-0.77, 1.66, -0.01)
N (-2.57, -0.28, 0.07)
N (-1.41, -0.71, 0.01)
N (-0.45, 0.23, 0.04)
N (1.80, 0.67, 0.03)
H (0.60, -2.16, -0.99)
H (0.55, -2.29, 0.90)
H (2.14, -2.09, -0.03)
H (0.03, 2.24, -0.43)
H (-1.65, 1.60, -0.78)
H (-1.32, 2.03, 1.00)
H (-3.28, -1.06, -0.01)
H (2.71, 0.41, -0.21)
H (1.75, 1.65, 0.33)

---

ii.
DFT (ωB97M-V with the def2-TZVPD basis set) results for a cluster of 2 separate species, C3H9N4 in total.

The charge is +1. As for the multiplicity: 3. As for the HOMO energy (spin up / spin down): -9.274 / -13.765 eV.

Positions of all 16 atoms, in Å:
C (-2.02, -0.18, -0.31)
C (-0.97, -1.22, -0.33)
C (-1.01, 1.98, 0.05)
N (-1.76, 0.99, -0.04)
N (1.19, 0.54, -0.48)
N (2.41, 0.44, -0.23)
N (0.22, -0.86, 0.46)
H (-2.95, -0.44, -0.65)
H (-1.19, -2.26, -0.16)
H (-0.63, -1.25, -1.34)
H (-0.46, 2.39, -0.86)
H (-0.92, 2.46, 1.12)
H (2.75, 0.87, 0.70)
H (2.98, -0.06, -0.98)
H (-0.13, -0.37, 1.24)
H (0.94, -1.56, 0.70)

---

Relative to the most stable structure, the computed energies are i 0.0; ii 263.9, all in kJ/mol.